The following is a DFT calculation (ωB97M-V/def2-TZVPD) of a cluster of 2 separate species, C7H12N2O in total at a distorted geometry.

Structure (XYZ):
```
22
Properties=species:S:1:pos:R:3
O 1.14874 -1.86563 0.49299
N 2.55785 1.35102 0.66567
N 1.78795 -0.80933 0.28410
C 2.46931 -0.39858 -0.73849
C -1.74384 -0.08862 -0.47561
C 2.89354 0.91030 -0.51825
C -1.91778 1.37103 -0.61671
C 1.81779 0.23983 1.28472
C -1.76059 -1.13517 -1.31915
C -1.86994 -0.58034 0.99279
H 2.48720 -0.28111 2.11833
H -2.83412 -0.84571 1.24976
H -1.28319 1.97385 -0.01287
H -1.35842 -1.44952 1.03366
H 3.46600 1.54688 -1.10995
H -1.99451 1.62126 -1.66403
H 2.47619 -1.06957 -1.56953
H 0.95293 0.70284 1.77036
H -2.84106 1.76642 -0.07836
H -1.46303 0.20381 1.51017
H -1.44198 -2.13751 -0.93407
H -1.54904 -1.02615 -2.36555
```

Kohn-Sham gap in Eh: 0.3214
Total energy in eV: -12476.47675
HOMO energy in eV: -8.97
Total charge: 0
Energy relative to the best compared isomer or geometry (same formula, charge and spin) in eV: 5.0831